ORCA calculation (ωB97M-V/def2-TZVPD) on a structure of composition C4H27N2O11 at a distorted geometry.

Cartesian coordinates (Å):
C (-2.43994, 0.77929, 1.22406)
N (-2.74436, 0.10607, -0.07582)
C (-3.41761, -1.07431, -0.04755)
O (-3.64099, -1.58667, -1.16802)
C (-0.98157, 0.91247, 1.67983)
N (-0.06267, 0.13325, 0.86494)
C (0.74128, 1.04973, 0.09946)
O (1.47570, 1.84714, 0.94645)
H (-2.73465, -0.02574, 2.00472)
H (-2.87025, 1.77902, 1.17248)
H (-2.41782, 0.46148, -0.97845)
H (-3.84140, -1.37897, 0.86570)
H (-0.82297, 0.60410, 2.82623)
H (-0.65966, 1.91666, 1.87755)
H (0.41276, -0.67353, 1.20601)
H (0.06968, 1.62297, -0.50983)
H (1.33782, 0.38765, -0.51297)
H (1.67669, -1.51535, -1.71250)
H (0.76228, -1.88423, -0.59388)
O (0.81136, -2.11410, -1.48845)
H (3.19460, -2.73626, 1.38420)
H (2.50441, -1.30694, 1.78362)
O (2.43587, -2.36062, 1.82676)
H (3.05717, 1.67176, -0.38489)
H (3.63343, 0.72841, 0.62469)
O (3.79127, 1.09157, -0.34665)
H (2.14689, 1.01965, 1.54750)
H (2.89891, 0.03925, 2.93121)
O (2.91637, 0.06830, 1.97972)
H (0.27144, 4.45830, -0.30293)
H (0.63404, 3.50730, 0.94478)
O (0.08235, 4.35237, 0.66150)
H (-1.79454, 0.24087, -3.11342)
H (-2.80241, 1.33240, -2.87819)
O (-1.89229, 1.15854, -2.90271)
H (-2.03750, -2.27314, 1.07177)
H (-1.98182, -3.77733, 0.67364)
O (-2.46799, -3.17371, 1.16986)
H (-0.58709, -1.63099, -2.72156)
H (-1.95172, -1.74895, -2.44520)
O (-1.42502, -1.36094, -3.10717)
H (3.40432, -0.14764, -1.39316)
H (2.38940, 0.13876, -2.54857)
O (2.92623, -0.63791, -2.13478)

Values from the calculation:
F_max, hartree/bohr: 0.1137
ΔE to the lowest compared entry with this formula, charge and spin, eV: 2.817
Charge: -1
Molar mass, g/mol: 279.26
Gap between HOMO and LUMO, eV: 8.99
HOMO, eV: -6.02